# 1
The following is a DFT calculation (the ωB97M-V functional and the def2-TZVPD basis) of a cluster of 7 separate species, C30H59NO16S7 in total.

Results
2S+1 ... 1

Structure (XYZ):
```
113
C30H59NO16S7 | OMol25 | the ωB97M-V functional and the def2-TZVPD basis
C -1.33442 2.80701 -2.78585
C -0.44506 1.52432 -2.70417
C 0.10245 1.33518 -1.24316
C -1.22085 0.23455 -3.12823
C -2.56966 0.10154 -2.37666
O -3.35814 -0.98917 -2.95861
S -4.84508 -1.03575 -2.26521
O -4.80047 -0.38467 -0.99924
O -5.81701 0.04044 -3.28693
O -6.69799 0.69360 -2.38871
C -6.67685 1.97512 -2.66220
N -6.78161 3.12728 -2.79887
H -1.99637 2.70113 -3.66489
H -2.01230 2.76280 -1.91063
H -0.74357 3.73029 -2.80055
H 0.38677 1.64994 -3.40959
H -0.05859 2.24052 -0.63698
H -0.37462 0.48885 -0.72213
H 1.19512 1.17803 -1.31196
H -1.34706 0.17637 -4.22195
H -0.61114 -0.60903 -2.74557
H -2.29954 -0.15761 -1.34045
H -3.18839 1.00677 -2.43661
C -2.94693 -4.08748 2.97689
C -1.98514 -4.37374 1.81981
C -2.77582 -4.23226 0.51720
S -4.09426 -3.06050 0.85934
O -5.36076 -3.74972 0.75563
O -3.83663 -1.82601 0.14566
C -3.70438 -2.82205 2.58694
H -2.41768 -3.96131 3.91593
H -3.64595 -4.92123 3.09158
H -1.17018 -3.64283 1.83779
H -1.53853 -5.36401 1.89944
H -2.15720 -3.84984 -0.29316
H -3.23272 -5.17567 0.22064
H -4.61894 -2.67471 3.15715
H -3.07260 -1.94511 2.66162
C 0.03247 0.31151 5.83742
C -0.40850 -0.13557 7.23681
C -1.57143 -1.11801 7.05858
S -1.32910 -1.89208 5.45731
O -2.41377 -1.50006 4.58684
O -0.96439 -3.27674 5.64503
C 0.12504 -0.96153 5.00354
H 0.98402 0.84144 5.86289
H -0.71705 0.98296 5.41125
H 0.42345 -0.63667 7.73757
H -0.70150 0.71081 7.85796
H -1.57655 -1.88508 7.83009
H -2.53151 -0.60404 7.04074
H 0.12491 -0.77664 3.92975
H 0.99790 -1.55316 5.28291
C 1.98663 -3.50829 -0.89098
C 1.60245 -4.35340 0.32887
C 1.79476 -3.47283 1.57276
S 1.55472 -1.77930 1.03059
O 2.80211 -1.06831 1.16548
O 0.31911 -1.27093 1.58534
C 1.30100 -2.15967 -0.69706
H 1.67833 -3.98191 -1.82331
H 3.07125 -3.37502 -0.92183
H 0.55613 -4.65297 0.24865
H 2.19182 -5.24778 0.39481
H 1.06867 -3.70765 2.34997
H 2.80512 -3.55681 1.97122
H 1.72141 -1.36755 -1.31343
H 0.22563 -2.23733 -0.86621
C 3.15875 6.30772 -3.06816
C 4.32256 5.90433 -3.98403
C 3.97482 4.54331 -4.59901
S 2.18241 4.46730 -4.65957
O 1.73439 3.42184 -3.77017
O 1.74642 4.53645 -6.03215
C 1.89196 6.04499 -3.87243
H 3.22692 7.34092 -2.76472
H 3.16518 5.69060 -2.17043
H 4.43612 6.64781 -4.77761
H 5.26635 5.85977 -3.44030
H 4.37142 4.43959 -5.60685
H 4.32481 3.72084 -3.97664
H 0.99591 5.99090 -3.25708
H 1.76317 6.78857 -4.65964
C 2.05086 10.49887 0.53333
C 1.60011 9.77735 1.80879
C 1.66483 8.27104 1.53165
S 2.93964 8.04434 0.28862
O 2.32360 7.55546 -0.92267
O 4.07535 7.38611 0.88082
C 3.31489 9.77962 0.07443
H 2.23618 11.55775 0.71123
H 1.27487 10.41553 -0.23168
H 2.27712 10.03024 2.62818
H 0.59689 10.07822 2.10935
H 1.93003 7.70602 2.42249
H 0.72715 7.89839 1.12179
H 3.56979 9.97629 -0.96509
H 4.16036 10.01784 0.72011
C 0.71400 -9.27320 -2.46036
C 0.32429 -10.12673 -1.24788
C 0.51725 -9.26221 0.00328
S 0.28380 -7.56258 -0.52227
O 1.53552 -6.85572 -0.37678
O -0.94366 -7.05187 0.03558
C 0.03294 -7.92445 -2.25432
H 0.40658 -9.73656 -3.39720
H 1.79885 -9.14377 -2.48742
H -0.72401 -10.42211 -1.33297
H 0.91696 -11.03918 -1.18942
H -0.20979 -9.50044 0.77673
H 1.52646 -9.35397 0.40227
H 0.45842 -7.12870 -2.86263
H -1.04145 -7.99498 -2.42603
```

Atom charges from the Mulliken analysis, given in e for atoms 1 to 4: -1.58 1.10 -0.87 -1.03

# 2
The following is a DFT calculation (the ωB97M-V functional and the def2-TZVPD basis) of a cluster of 6 separate species, C30H60BClN6O3P in total.

Results
2S+1 ... 1
Net charge ... -1

Structure (XYZ):
```
102
C30H60BClN6O3P | OMol25 | the ωB97M-V functional and the def2-TZVPD basis
C 3.80046 -1.22125 -1.46216
C 2.44397 -1.88629 -1.17223
B 1.73617 -1.49059 0.19795
O 2.52703 -1.09263 1.26926
P -0.22119 -1.50799 0.52361
C -0.16235 -3.55394 0.50813
C 0.90168 -4.07760 1.35691
O 0.96027 -4.01378 2.59234
C -0.26237 0.47142 0.57207
C -1.07098 1.17710 -0.49541
O -1.06020 2.62071 -0.24630
C -0.60575 0.96678 -1.92626
N 0.80644 1.28822 -2.18883
C -2.13163 -1.56402 1.02417
Cl -3.14410 -2.32856 -0.28154
C -2.37394 -2.24369 2.37438
C -2.83581 -1.28708 3.47692
H 4.50603 -1.91953 -1.92229
H 4.27077 -0.85050 -0.54910
H 3.70033 -0.37194 -2.14193
H 1.73081 -1.70565 -1.98392
H 2.56768 -2.97973 -1.15132
H 3.15172 -1.78407 1.51303
H -0.55059 -1.56014 -0.86178
H 0.05249 -1.52347 1.97063
H -1.12847 -4.00147 0.74483
H 0.06869 -3.80996 -0.53257
H 1.77345 -4.53245 0.83005
H -0.70779 0.74679 1.53930
H 0.74814 0.90024 0.57694
H -2.12100 0.86647 -0.45754
H -0.92789 2.68957 0.70477
H -1.21677 1.62878 -2.55409
H -0.86473 -0.05564 -2.21623
H 1.16674 0.62316 -2.86407
H 1.36660 1.12453 -1.35921
H -2.54021 -0.55390 1.09518
H -3.14115 -3.01377 2.24400
H -1.46002 -2.76102 2.68823
H -3.54316 -0.54765 3.09187
H -3.37171 -1.84167 4.25330
H -1.98932 -0.79002 3.95722
C 2.76246 5.82598 -3.79990
C 1.87531 4.96673 -2.90670
C 2.66548 4.21221 -1.83534
C 3.61494 3.28680 -2.45037
N 4.37007 2.59616 -2.98211
H 3.47711 5.21180 -4.35047
H 2.16318 6.37168 -4.53044
H 3.32282 6.55479 -3.21053
H 1.32048 4.24537 -3.50810
H 1.13907 5.60098 -2.40725
H 1.98375 3.62658 -1.21693
H 3.19664 4.91449 -1.19483
C 3.40877 -1.69344 4.24000
C 3.64143 -1.88769 5.73157
C 4.41032 -0.73046 6.38160
C 5.74901 -0.56829 5.81738
N 6.81080 -0.46039 5.38392
H 4.35107 -1.64587 3.68915
H 2.82351 -2.52167 3.83776
H 2.85381 -0.77678 4.03941
H 4.18383 -2.81868 5.90898
H 2.67789 -1.97944 6.23558
H 4.52574 -0.89767 7.45380
H 3.86793 0.20709 6.24604
C -8.78033 -4.04082 1.18552
C -7.76731 -3.14069 0.48774
C -6.38744 -3.15355 1.15711
C -6.47055 -2.68422 2.53826
N -6.53750 -2.30531 3.62437
H -8.95999 -3.71149 2.20981
H -9.73633 -4.02817 0.66076
H -8.42900 -5.07402 1.21864
H -8.14372 -2.11639 0.46320
H -7.64472 -3.46091 -0.54830
H -5.69150 -2.51403 0.61386
H -5.97086 -4.16206 1.15966
C 2.13397 -3.23197 -5.78284
C 0.84674 -3.99777 -6.06541
C -0.40909 -3.16031 -5.79483
C -0.46994 -2.73532 -4.39878
N -0.51895 -2.40411 -3.29594
H 2.20028 -2.94406 -4.73273
H 3.00519 -3.84535 -6.01238
H 2.19310 -2.32465 -6.38706
H 0.81397 -4.89954 -5.45155
H 0.82811 -4.32020 -7.10856
H -1.31215 -3.72983 -6.01767
H -0.41348 -2.26759 -6.42326
C -0.48593 8.24517 1.35494
C -0.74727 7.08407 0.40268
C 0.18552 5.89195 0.63850
C 1.58514 6.25214 0.44751
N 2.69315 6.52432 0.26107
H 0.52079 8.64499 1.22409
H -1.19068 9.05753 1.17523
H -0.59337 7.93144 2.39505
H -0.63953 7.42271 -0.62953
H -1.77454 6.73584 0.51694
H -0.04680 5.07855 -0.05239
H 0.07133 5.50957 1.65572
```

Atom charges from the Mulliken analysis, given in e for atoms 1 to 4: -1.44 0.29 0.60 -0.93

no.,calculated total energy (eV),maximum force (eV/Å)
1,-142155.5604,3.052
2,-69652.6221,1.254